No. 1
Formula: C19H24Br2N3O5
Source: the Open Molecules 2025 dataset
Level of theory: wB97M-V/def2-TZVPD

Structure (XYZ):
```
53
Properties=species:S:1:pos:R:3:forces:R:3
C -0.7167 -1.8221 0.8965 -0.6 -0.6 0.1
C -2.2185 -1.1606 0.5725 -0.1 -2.1 0.6
N -2.1749 0.3792 0.5614 0.1 -0.7 -4.3
C -2.3634 0.7411 -0.9265 -0.2 1.0 -1.8
C -3.9075 0.6343 -1.5566 3.3 1.0 -1.3
N -4.1412 0.9662 -3.0196 4.4 0.2 1.7
Br -5.9455 0.8542 -3.6230 1.4 0.1 0.3
C -3.0186 1.3770 -3.9743 1.6 -0.2 2.6
C -1.4300 1.5385 -3.4808 -3.2 -0.7 2.5
C -0.3631 2.0359 -4.6202 -0.7 -1.6 -0.9
Br -0.1564 4.0660 -4.6207 -0.3 -1.6 0.0
C 1.0723 1.2438 -4.6288 0.9 -0.2 -0.4
C 1.6181 0.8766 -6.1630 0.2 -0.4 0.2
C -1.1132 1.2235 -1.9047 -3.3 0.2 -1.5
C 0.4024 1.3859 -1.3019 5.8 -3.9 0.2
O 1.3430 0.4345 -1.5245 -6.9 6.1 1.2
O 0.8604 2.5240 -0.4372 -1.7 -2.2 -2.9
C 1.1668 3.6294 -1.3577 0.2 1.0 -1.5
C 2.4060 4.5989 -0.8964 0.8 0.2 -0.9
O 3.4148 3.8964 -0.0649 -1.1 -0.3 -2.5
H 0.1635 -1.1545 0.4780 -1.9 -1.4 0.8
H -0.5718 -2.0278 2.0629 -0.4 0.7 -2.7
H -0.6962 -2.8836 0.3695 0.1 2.3 1.1
H -2.6008 -1.5827 -0.4725 0.9 1.0 2.3
H -3.0100 -1.5214 1.3861 1.8 0.8 -1.7
H -1.2101 0.6139 0.8831 -1.0 0.2 -0.7
H -4.8424 0.3231 -0.8826 2.3 0.8 -1.8
H -3.2794 1.6270 -5.1102 0.3 -0.7 2.9
H -0.8734 1.8013 -5.6739 1.0 0.6 2.4
H 0.9375 0.2062 -4.0919 0.3 2.3 -0.7
H 1.9470 1.8951 -4.1435 -2.3 -1.5 -0.7
H 2.7585 1.2044 -6.2936 -2.8 -0.5 0.2
H 0.9204 1.3458 -6.9800 1.6 -0.8 1.5
H 1.6164 -0.2959 -6.2930 -0.1 2.4 0.2
H 0.1972 4.2903 -1.4927 2.0 -1.4 0.0
H 1.5084 3.1196 -2.3817 -0.9 1.4 2.1
H 2.0434 5.6245 -0.4312 0.8 -2.5 -0.4
H 2.9808 4.9002 -1.8982 -1.6 -0.5 1.9
H 3.7966 3.2006 -0.7044 -0.8 1.5 1.7
C 2.3204 -3.5239 7.3197 -0.1 0.0 -0.1
C 2.6023 -4.0721 6.0674 -0.4 0.1 0.0
C 1.6110 -4.1204 5.0854 0.0 0.0 0.0
C 0.3363 -3.6103 5.3681 0.7 0.0 0.7
C 0.0484 -3.0665 6.6270 0.0 0.0 0.0
C 1.0471 -3.0263 7.6019 0.1 -0.1 -0.4
N -0.7027 -3.6350 4.3316 -0.8 -0.1 -0.6
O -0.4146 -4.1416 3.2370 -0.5 0.7 1.4
O -1.8066 -3.1444 4.6087 1.5 -0.7 -0.6
H 3.0983 -3.4834 8.0803 -0.2 0.0 -0.2
H 3.5966 -4.4593 5.8555 -0.2 0.1 0.0
H 1.8465 -4.5507 4.1145 -0.3 0.1 0.2
H -0.9379 -2.6716 6.8614 0.2 -0.2 -0.3
H 0.8344 -2.6033 8.5813 0.0 -0.1 -0.2
```
Positions in Å, forces in eV/Å.

Properties
Charge: +1
HOMO, Eh: -0.428
Strongest force on any atom, eV Å⁻¹: 9.31
Frontier orbital gap, eV: 6.387
Total energy, eV: -174861.5274

Results of the Löwdin charge analysis, in e, for atoms 1 through 2: C -0.09; C -0.24

***

No. 2
Formula: C19H24BrNO4S
Source: the Open Molecules 2025 dataset
Level of theory: wB97M-V/def2-TZVPD

Structure (XYZ):
```
50
Properties=species:S:1:pos:R:3:forces:R:3
O -4.2359 -0.8803 -1.4763 2.1 -0.3 2.4
O -3.8013 0.3259 0.6827 1.3 -2.8 -2.1
Br 0.0739 -4.9785 -3.4778 0.2 0.3 0.2
O 1.6630 2.8005 3.4063 -0.2 0.4 0.3
O -2.7052 -1.9848 0.3763 -1.3 1.1 -1.6
C -0.6312 -0.4271 -4.2060 -1.9 1.3 2.6
C -1.7432 -0.3177 -3.3874 3.1 -0.5 -2.3
C 1.8851 -2.7760 -2.8600 -1.3 -0.6 0.2
C 2.2347 -1.5612 -2.2477 -0.3 -0.8 -0.8
C -0.2808 -2.7880 -1.6663 1.0 -0.3 -1.0
C 0.6079 -3.3811 -2.5856 0.9 1.3 0.5
C 1.2956 -0.9538 -1.4221 0.5 -1.1 -0.4
C 0.0785 -1.5659 -1.1091 1.7 -1.0 -1.7
N -1.8080 -0.0496 -0.9391 -1.5 -0.9 1.6
C 1.0066 3.7371 4.3007 -0.4 -0.9 -1.0
C -1.7700 0.6522 -2.2313 -0.9 -0.3 -0.6
C -1.4351 -1.5805 0.8232 0.8 0.4 1.5
C 1.4699 0.3342 -0.7292 0.1 -0.6 1.0
C 1.9264 0.5946 2.4938 -0.5 0.5 -1.1
C -0.3271 1.8208 2.2837 0.6 -1.0 -0.4
C 1.1655 -0.4370 1.6565 0.6 -0.2 -0.9
C -0.0874 1.6296 0.7850 1.5 0.2 0.9
C 0.9481 1.5933 3.1207 -0.1 0.2 0.9
C -0.7056 -0.7395 -0.2113 -0.3 1.2 0.4
C 0.4338 0.2088 0.4223 -0.5 1.1 0.2
S -3.3110 -0.6348 -0.3530 -1.5 3.3 -0.3
H 0.2246 0.2493 -4.0347 -0.4 -0.4 -0.2
H -0.5407 -1.1741 -4.9557 -0.1 -0.4 -0.6
H -2.5423 -1.0322 -3.5739 -0.2 0.3 0.4
H 2.5504 -3.2889 -3.5578 -0.1 0.2 0.3
H 3.2081 -1.1008 -2.4855 -0.6 -0.2 0.3
H -1.2194 -3.2781 -1.4750 -0.3 0.0 0.2
H 1.5521 3.8705 5.2211 0.4 -0.2 0.3
H -0.0039 3.3823 4.5399 0.2 0.1 0.0
H 0.9169 4.7012 3.8046 0.0 0.0 -0.1
H -0.8785 1.2877 -2.2616 -0.2 -0.1 0.1
H -2.6732 1.3155 -2.3561 0.8 -0.6 0.6
H -1.5580 -1.0245 1.7410 -0.2 0.4 0.3
H -0.8521 -2.4451 1.0942 0.0 -0.5 -0.2
H 1.2683 1.1442 -1.4009 -0.3 0.7 -0.3
H 2.5039 0.4729 -0.3729 -0.4 0.0 0.1
H 2.6484 1.0963 1.8486 0.0 0.3 0.0
H 2.4960 0.1074 3.2561 0.3 -0.3 0.5
H -0.7590 2.7852 2.4801 -0.2 0.4 0.2
H -1.0419 1.0646 2.5905 -0.4 0.0 0.2
H 1.8494 -1.2299 1.2973 -0.1 0.4 0.0
H 0.5456 -0.9728 2.3394 -1.0 -0.3 0.4
H -0.9505 1.9121 0.2398 -1.0 -0.1 -0.6
H 0.6701 2.3724 0.4815 0.0 -0.3 0.1
H 0.6386 1.1435 4.0913 0.0 0.3 -0.3
```
Positions in Å, forces in eV/Å.

Properties
HOMO, Eh: -0.332
Strongest force on any atom, eV Å⁻¹: 3.87
Relative energy (zero: lowest compared OMol25 entry of this formula, charge and spin), eV: 0.000
Frontier orbital gap, eV: 9.568
Total energy, eV: -110648.0123

Results of the Löwdin charge analysis, in e, for atoms 1 through 2: O -0.27; O -0.29

***

No. 3
Formula: C19H24ClN3O4S
Source: the Open Molecules 2025 dataset
Level of theory: wB97M-V/def2-TZVPD

Structure (XYZ):
```
52
Properties=species:S:1:pos:R:3:forces:R:3
C -3.0238 1.9386 4.2296 -0.3 0.0 0.3
H -3.5496 1.0255 4.5170 0.0 0.1 0.0
H -2.8569 2.5429 5.1231 0.0 0.0 -0.1
H -3.5969 2.4949 3.4926 0.0 0.0 0.0
O -1.7847 1.6199 3.6103 0.4 0.0 -0.3
C -0.9145 0.9413 4.3714 -0.1 0.0 0.2
O -1.1385 0.5978 5.5094 0.0 0.0 -0.1
C 0.3341 0.6463 3.6750 0.1 0.4 -0.5
C 0.8252 0.9929 2.4299 -0.4 0.0 0.4
C 2.0809 0.3823 2.3145 0.5 -0.2 -0.4
C 2.3228 -0.3103 3.4827 0.3 -0.1 -0.2
N 1.2674 -0.1389 4.2935 -0.1 0.1 0.2
H 1.1299 -0.5221 5.2172 0.1 0.0 -0.1
H 3.1824 -0.8931 3.7442 0.1 -0.1 0.1
S 3.2211 0.5060 0.9702 -0.4 -0.5 0.3
O 3.5586 1.8791 0.7473 -0.2 0.1 -0.1
O 4.2852 -0.4287 1.2180 -0.2 -0.1 0.1
N 2.2753 -0.0020 -0.3201 0.2 0.3 0.8
H 2.1936 -1.0078 -0.2914 0.0 -0.2 0.2
C 2.7046 0.4931 -1.6168 0.2 0.4 -0.6
H 3.5635 -0.0759 -1.9979 0.0 0.1 0.0
C 1.5754 0.4787 -2.6514 0.0 -0.1 0.5
C 0.3687 1.2810 -2.1688 0.0 0.0 -0.3
C -0.7402 1.2457 -3.2295 0.1 0.1 0.1
N -1.1408 -0.0814 -3.6425 -0.1 0.0 -0.1
C -0.0075 -0.8909 -4.0283 0.1 -0.2 0.1
C 1.1231 -0.9415 -2.9907 0.0 0.3 -0.2
H 0.7695 -1.4328 -2.0840 0.0 -0.1 0.0
H 1.9571 -1.5184 -3.3958 0.1 -0.1 0.0
H -0.3594 -1.8994 -4.2557 0.0 0.0 -0.1
H 0.3922 -0.4578 -4.9542 0.1 -0.1 0.0
C -2.1935 -0.7257 -2.8826 0.0 0.0 -0.1
C -1.8753 -1.1160 -1.4562 -0.1 -0.1 0.0
C -1.3366 -2.3633 -1.1621 -0.1 0.1 0.0
C -0.9981 -2.7077 0.1344 0.1 0.0 0.1
C -1.2106 -1.7953 1.1541 0.0 0.0 -0.2
C -1.7662 -0.5544 0.8921 0.0 0.0 0.0
C -2.0942 -0.2261 -0.4110 0.0 -0.2 0.0
H -2.5343 0.7392 -0.6151 -0.1 0.1 0.0
H -1.9412 0.1448 1.6935 0.0 0.0 0.1
Cl -0.8001 -2.2254 2.7795 0.0 -0.2 0.1
H -0.5809 -3.6780 0.3549 0.0 -0.1 0.1
H -1.1838 -3.0808 -1.9556 0.0 -0.1 -0.1
H -3.0458 -0.0387 -2.8816 0.0 -0.1 0.0
H -2.4839 -1.6205 -3.4421 -0.1 0.0 0.1
H -1.6230 1.7810 -2.8747 0.0 0.1 -0.1
H -0.3751 1.7591 -4.1282 0.0 0.1 0.1
H 0.6594 2.3161 -1.9841 0.0 0.1 0.1
H 0.0179 0.8523 -1.2303 0.0 0.1 0.0
H 1.9694 0.9444 -3.5630 0.0 0.0 0.0
H 3.0272 1.5204 -1.4365 0.0 0.0 -0.2
H 0.3509 1.6093 1.6957 -0.2 0.2 -0.1
```
Positions in Å, forces in eV/Å.

Properties
SMILES: COC(=O)c1cc(S(=O)(=O)NCC2CCN(Cc3ccc(Cl)cc3)CC2)c[nH]1
HOMO, Eh: -0.305
Strongest force on any atom, eV Å⁻¹: 0.90
Relative energy (zero: lowest compared OMol25 entry of this formula, charge and spin), eV: 0.254
Frontier orbital gap, eV: 8.891
Total energy, eV: -56110.8005

Results of the Löwdin charge analysis, in e, for atoms 1 through 2: C -0.04; H 0.10

***

No. 4
Formula: C19H24F9N8O9S3Zn2
Source: the Open Molecules 2025 dataset
Level of theory: wB97M-V/def2-TZVPD

Structure (XYZ):
```
74
Properties=species:S:1:pos:R:3:forces:R:3
Zn 2.4132 1.7956 2.0281 0.7 0.1 1.6
Zn -0.0097 3.3459 -1.8669 0.5 -0.5 2.1
C 4.1019 2.0289 -1.9866 -2.2 0.0 1.1
F 4.5247 1.0292 -1.2579 -0.5 -1.1 1.0
F 5.1245 2.5337 -2.5158 2.5 1.9 -1.9
F 3.2714 1.5717 -2.9457 -0.1 0.2 0.3
S 3.2626 3.3858 -0.8827 0.2 0.7 0.6
O 4.1699 4.5232 -0.8967 -1.2 -1.7 -0.2
O 1.9396 3.6838 -1.5116 0.7 -0.1 -0.9
O 3.0643 2.7389 0.4207 1.0 0.8 -2.1
C 0.6438 5.9879 1.7342 1.1 -1.4 1.7
F 0.2543 6.3511 2.9335 -1.3 0.1 1.2
F 0.2185 6.8988 0.8989 0.2 -0.1 -1.1
F 1.9918 5.9772 1.8802 -0.5 -0.2 -1.6
S -0.0512 4.1706 1.4633 1.5 -0.8 -1.8
O 0.9749 3.2477 1.9903 -1.9 2.2 -0.2
O -1.3369 4.1026 2.0471 -0.9 0.4 1.3
O -0.2113 4.0350 -0.0120 0.2 1.1 0.5
C -1.0984 -0.5373 0.2593 0.8 0.0 0.3
F -1.9553 -0.8005 -0.7611 0.7 0.5 1.3
F -1.6412 0.2589 1.1947 -0.1 -0.9 -1.1
F -0.7101 -1.7133 0.8229 -0.8 1.2 -0.5
S 0.4975 0.2950 -0.3487 3.5 2.0 -0.5
O 1.2809 0.6583 0.8955 -3.4 -2.5 -3.2
O 1.1511 -0.6218 -1.2852 -1.2 0.2 1.7
O 0.1671 1.5498 -1.0876 -0.9 -2.0 0.8
C 1.8257 -3.6471 0.8979 0.1 -0.2 -0.1
C 3.3107 -3.5746 0.9619 2.8 0.1 0.3
N 4.4940 -3.5662 0.9691 -4.1 0.0 0.0
H 1.3184 -2.6940 0.7487 0.6 0.1 -0.4
H 1.3127 -4.0469 1.7726 0.7 -0.2 0.4
H 1.5940 -4.3461 0.0942 -0.2 0.2 -0.2
C -2.0218 1.1384 4.4079 -0.3 0.0 0.0
C -3.4319 0.8507 4.1075 -2.9 -0.6 -0.3
N -4.5591 0.5746 3.9127 3.2 0.8 0.4
H -1.4217 0.7698 3.5760 0.2 0.0 0.3
H -1.7624 0.6525 5.3484 0.1 -0.2 -0.2
H -1.8356 2.2034 4.5464 -0.2 0.0 -0.2
C 5.1595 -1.5841 3.3436 -0.6 0.8 0.3
C 4.3776 -0.6446 2.4999 -0.9 1.8 -1.7
N 3.7597 0.1548 1.8864 2.4 -2.9 2.0
H 4.4516 -2.2989 3.7632 0.2 -0.3 -0.2
H 5.5381 -1.0192 4.1954 0.0 0.2 0.0
H 6.0124 -2.0594 2.8589 -0.4 0.0 -0.3
C -2.9013 -4.0854 1.9411 0.1 -0.3 0.2
C -2.5993 -3.9418 3.3983 -0.3 0.0 -0.6
N -2.3900 -3.7947 4.5226 0.0 -0.1 -0.7
H -3.0786 -3.1186 1.4699 0.1 0.0 0.2
H -3.7646 -4.7158 1.7283 -0.3 0.1 0.6
H -2.1268 -4.5978 1.3704 0.4 0.3 0.3
C -1.2616 -2.5863 -3.1095 0.2 -1.3 0.7
C -1.5176 -3.6496 -2.0753 -1.0 -0.7 1.2
N -1.8209 -4.4347 -1.2594 0.9 1.9 -1.9
H -0.9343 -3.1144 -4.0052 0.0 0.2 -0.1
H -0.4600 -1.9390 -2.7541 -0.1 0.0 0.0
H -2.1688 -2.0221 -3.3256 0.0 -0.1 0.1
C -5.0764 -2.4124 -1.5730 0.3 0.5 -0.9
C -5.0379 -2.6571 -3.0026 -0.7 -1.2 -1.3
N -5.0514 -2.8672 -4.1376 0.2 0.3 0.7
H -5.1502 -3.3195 -0.9732 0.1 0.2 -0.1
H -5.9156 -1.7308 -1.4339 0.2 0.0 0.5
H -4.1150 -1.9043 -1.4980 -0.1 0.2 1.2
C 3.1167 -1.6870 -3.5588 -0.5 -0.8 0.8
C 3.8537 -1.5330 -4.7996 0.6 1.0 -2.0
N 4.3547 -1.3051 -5.8287 -0.8 -0.6 2.1
H 3.2472 -0.8985 -2.8177 0.3 0.0 -0.3
H 3.3435 -2.6421 -3.0850 0.4 0.0 0.1
H 2.0398 -1.7689 -3.7064 0.0 0.3 -0.5
C -4.6001 4.0544 -2.1152 0.7 -0.1 0.0
C -3.2139 3.5241 -1.9481 1.9 -0.3 -0.4
N -2.1123 3.1287 -1.9589 -2.5 1.5 -0.4
H -4.9477 3.7345 -3.0975 -0.2 -0.4 0.2
H -4.6223 5.1419 -2.1856 0.5 0.1 0.3
H -5.2490 3.7827 -1.2826 0.1 -0.3 -0.2
```
Positions in Å, forces in eV/Å.

Properties
HOMO (alpha / beta), Eh: -0.194 / -0.398
Strongest force on any atom, eV Å⁻¹: 5.36
2S+1: 2
Frontier orbital gap (alpha / beta), eV: 3.200 / 8.737
Total energy, eV: -204235.6176
<S²>: 0.75

Results of the Löwdin charge analysis, in e, for atoms 1 through 2: Zn 0.55; Zn 0.86